1) ORCA calculation (ωB97M-V with the def2-TZVPD basis set) on a 2-piece molecular cluster, C10H15NO2 overall.

Values from the calculation:
SMILES string: Cc1ccc(O)cc1.CCC(N)=O
Frontier orbital gap: 9.1 eV
Charge: 0

Each line ends with the Mulliken charge.
Cartesian coordinates (Å):
C1 0.117 -0.042 2.341  -0.01
C2 0.756 -0.878 3.464  -1.38
C3 -0.828 -0.913 1.504  0.56
O1 -0.856 -2.122 1.437  -0.66
N1 -1.843 -0.165 0.963  -0.34
H1 -0.486 0.687 2.877  0.40
H2 0.858 0.387 1.692  0.04
H3 -0.006 -1.385 4.046  0.35
H4 -2.641 -0.613 0.552  0.22
H5 -1.858 0.837 0.970  0.18
H6 1.250 -0.193 4.160  0.41
H7 1.514 -1.555 3.078  0.30
C4 -1.299 -0.477 -3.422  -1.53
C5 0.685 1.807 -1.174  -0.62
C6 -0.247 1.335 -2.086  -0.67
C7 1.514 0.889 -0.534  0.36
C8 -0.384 -0.040 -2.277  0.85
C9 1.371 -0.461 -0.741  -0.17
C10 0.350 -0.954 -1.545  -0.55
O2 2.435 1.358 0.374  -0.56
H8 0.710 2.839 -0.868  0.30
H9 -0.975 2.013 -2.514  0.36
H10 2.232 2.269 0.613  0.33
H11 2.025 -1.050 -0.154  0.41
H12 -2.328 -0.169 -3.225  0.31
H13 -1.196 -1.526 -3.651  0.38
H14 0.131 -2.004 -1.596  0.35
H15 -1.004 0.125 -4.284  0.37

***

2) ORCA calculation (ωB97M-V with the def2-TZVPD basis set) on one molecule with the formula C10H15NO2.

Values from the calculation:
SMILES string: CC(=O)[C@]12O[C@H]1CC[C@H]1CC[C@H]2N1
Frontier orbital gap: 9.7 eV
Charge: 0

Each line ends with the Mulliken charge.
Cartesian coordinates (Å):
O1 0.496 -0.334 -2.886  -0.59
O2 2.238 0.338 0.332  -0.56
C1 1.357 -0.406 -2.002  0.61
N1 -1.077 -0.562 -0.175  -0.36
C2 2.718 -0.953 -2.404  -1.31
C3 0.617 -0.570 2.081  -1.00
C4 -1.009 -0.358 2.151  -0.75
C5 -2.335 1.300 0.299  -0.62
C6 -1.239 1.601 -0.821  -0.76
C7 1.424 -0.741 0.684  -0.05
C8 1.160 0.171 -0.602  0.48
C9 -1.911 -0.134 0.868  -0.06
C10 -0.212 0.621 -0.272  -0.31
H1 -1.562 -0.726 -1.033  0.32
H2 3.480 -0.575 -1.761  0.38
H3 2.680 -2.042 -2.296  0.28
H4 2.954 -0.699 -3.447  0.38
H5 0.949 -1.435 2.700  0.36
H6 1.011 0.333 2.548  0.28
H7 -1.415 -1.269 2.653  0.42
H8 -1.226 0.434 2.848  0.31
H9 -2.234 2.074 1.064  0.31
H10 -3.354 1.327 -0.111  0.36
H11 -1.553 1.295 -1.842  0.37
H12 -0.939 2.631 -0.804  0.35
H13 1.824 -1.764 0.569  0.47
H14 -2.864 -0.706 1.000  0.41
H15 0.021 1.149 0.660  0.28

***

3) ORCA calculation (ωB97M-V with the def2-TZVPD basis set) on a 2-piece molecular cluster, C10H15NO2 overall.

Values from the calculation:
SMILES string: Cc1ccc(O)cc1.CCC(N)=O
Frontier orbital gap: 9.3 eV
Charge: 0

Each line ends with the Mulliken charge.
Cartesian coordinates (Å):
C1 0.082 1.764 1.595  0.09
C2 1.422 1.095 1.932  -1.09
C3 0.318 3.177 1.109  0.36
O1 0.970 4.005 1.707  -0.61
N1 -0.253 3.463 -0.110  -0.40
H1 -0.468 1.231 0.835  0.01
H2 -0.617 1.747 2.428  0.29
H3 1.218 0.028 1.926  0.25
H4 -0.046 4.369 -0.494  0.24
H5 -0.440 2.703 -0.756  0.21
H6 1.794 1.466 2.886  0.34
H7 2.123 1.357 1.150  0.31
C4 0.364 0.039 -2.817  -1.50
C5 0.962 -1.399 -0.778  -0.57
C6 0.017 -0.812 -1.620  0.45
C7 0.561 -2.449 0.029  -0.42
C8 -0.774 -2.831 0.036  0.64
C9 -1.336 -1.011 -1.372  -0.34
C10 -1.746 -1.995 -0.483  -0.58
O2 -1.204 -4.021 0.567  -0.54
H8 1.941 -0.965 -0.708  0.39
H9 1.265 -2.887 0.726  0.29
H10 1.396 0.398 -2.804  0.38
H11 -0.134 1.002 -2.879  0.32
H12 -2.104 -0.430 -1.867  0.37
H13 -0.519 -4.420 1.126  0.30
H14 -2.787 -2.137 -0.226  0.45
H15 0.243 -0.498 -3.753  0.34

***

Which structure is the most stable? The one labeled 1).

***

1) ORCA calculation (ωB97M-V with the def2-TZVPD basis set) on one molecule with the formula C6H13NS2.

Values from the calculation:
SMILES string: [H]/N=C(/SC)SC(C)(C)C
Frontier orbital gap: 9.5 eV
Charge: 0

Each line ends with the Mulliken charge.
Cartesian coordinates (Å):
C1 -1.659 -0.445 0.575  0.59
C2 1.636 0.317 1.116  -1.73
C3 2.305 -1.627 -0.309  -1.49
C4 1.094 0.231 -1.309  -1.54
C5 -4.137 0.405 0.054  -0.80
C6 1.289 -0.621 -0.073  1.50
N1 -1.845 0.375 1.487  -0.68
S1 -2.910 -0.849 -0.540  -0.04
S2 -0.290 -1.565 0.316  -0.26
H1 0.970 1.228 1.068  0.30
H2 1.443 -0.258 2.042  0.36
H3 2.589 0.637 0.912  0.59
H4 1.746 -2.502 -0.800  0.39
H5 2.887 -2.127 0.543  0.30
H6 3.063 -1.350 -1.169  0.29
H7 0.169 0.709 -1.289  0.45
H8 1.855 1.050 -1.330  0.36
H9 1.019 -0.342 -2.299  0.33
H10 -5.010 0.414 -0.584  0.37
H11 -3.580 1.305 -0.256  0.23
H12 -4.263 -0.010 1.134  0.23
H13 -1.316 0.823 2.259  0.23

***

2) ORCA calculation (ωB97M-V with the def2-TZVPD basis set) on a 2-piece molecular cluster, C6H13NS2 overall.

Values from the calculation:
Frontier orbital gap (alpha / beta): 5.8 / 5.8 eV
Charge: 0

Each line ends with the Mulliken charge.
Cartesian coordinates (Å):
C1 2.106 0.052 -1.752  -0.69
C2 2.464 -1.019 -0.679  -0.48
C3 1.040 -0.499 -0.744  -0.27
C4 -0.778 2.085 1.056  -1.49
C5 -1.867 -0.127 0.480  -1.40
C6 -0.766 0.908 0.190  0.51
N1 0.580 0.365 0.202  -0.35
S1 0.518 -3.003 0.866  -0.20
S2 0.752 -1.603 2.331  -0.17
H1 2.479 1.036 -1.422  0.27
H2 2.080 -0.251 -2.764  0.30
H3 2.790 -1.978 -1.011  0.33
H4 3.171 -0.680 0.052  0.23
H5 0.253 -0.947 -1.265  0.58
H6 -0.664 1.892 2.140  0.29
H7 0.113 2.622 0.724  0.37
H8 -1.679 2.649 1.112  0.41
H9 -1.901 -0.215 1.519  0.40
H10 -1.716 -1.015 -0.069  0.35
H11 -2.745 0.344 0.062  0.42
H12 -0.775 1.118 -0.859  0.43
H13 -0.770 -3.533 1.337  0.18

***

Which structure is the most stable? The one labeled 1).

***

1) ORCA calculation (ωB97M-V with the def2-TZVPD basis set) on an isolated ion of composition C6H9N2O2 and charge +1.

Values from the calculation:
SMILES string: CN1CC(=O)[N+]2(CC2)C1=O
Frontier orbital gap: 11.3 eV
Charge: +1

Each line ends with the Mulliken charge.
Cartesian coordinates (Å):
C1 0.392 0.993 1.006  0.19
C2 -0.399 -0.765 -0.755  0.65
C3 -0.084 1.608 -0.329  -0.28
C4 1.384 -1.250 1.519  -0.45
C5 -0.003 -1.338 1.889  -0.42
C6 -0.950 0.700 -2.513  -0.96
N1 -0.479 0.469 -1.170  0.02
N2 0.393 -0.457 0.860  0.18
O1 0.899 1.438 1.979  -0.45
O2 -0.589 -1.869 -1.095  -0.41
H1 -0.979 2.222 -0.165  0.37
H2 0.920 2.179 -0.555  0.32
H3 1.897 -0.856 2.371  0.32
H4 1.795 -2.049 0.877  0.27
H5 -0.487 -2.275 1.582  0.31
H6 -0.381 -0.864 2.908  0.26
H7 -0.795 1.706 -2.928  0.38
H8 -0.477 0.013 -3.081  0.38
H9 -2.058 0.395 -2.400  0.32

***

2) ORCA calculation (ωB97M-V with the def2-TZVPD basis set) on an isolated ion of composition C6H9N2O2 and charge +1.

Values from the calculation:
SMILES string: OC1=C2CCCN=[N+](O)[C@H]12
Frontier orbital gap (alpha / beta): 8.2 / 8.2 eV
Charge: +1

Each line ends with the Mulliken charge.
Cartesian coordinates (Å):
C1 1.081 0.240 0.689  -0.49
C2 1.672 -0.922 -0.112  0.50
C3 0.645 -1.318 0.716  -0.43
C4 -0.820 -1.538 0.396  -0.40
C5 -1.329 -0.526 -0.641  -0.98
C6 -1.654 0.896 -0.106  -0.44
N1 0.485 1.536 0.136  1.08
N2 -0.663 1.927 -0.134  -0.70
O1 2.778 -1.175 -0.673  -0.46
O2 1.366 2.485 0.191  -0.44
H1 1.731 0.500 1.438  0.55
H2 -0.770 -2.408 -0.172  0.35
H3 -1.302 -1.483 1.338  0.34
H4 -0.689 -0.528 -1.461  0.54
H5 -2.181 -0.987 -1.086  0.40
H6 -2.518 1.312 -0.769  0.32
H7 -2.020 0.685 0.891  0.40
H8 3.194 -2.074 -0.749  0.41
H9 0.994 3.377 0.105  0.43

***

Which structure is the most stable? The one labeled 1).

***

1) ORCA calculation (ωB97M-V with the def2-TZVPD basis set) on C6H13N2OS as an isolated structure.

Values from the calculation:
Frontier orbital gap: 9.3 eV
Charge: +1

Each line ends with the Mulliken charge.
Cartesian coordinates (Å):
C1 0.844 -0.541 -0.762  0.90
C2 0.632 0.916 1.102  -0.43
C3 -0.916 0.774 -0.102  -0.06
C4 1.594 -1.426 -1.652  -1.53
C5 -1.378 -0.998 -1.639  -0.83
C6 0.212 0.550 2.496  -0.71
N1 -0.424 -0.336 -0.798  0.04
N2 1.334 -0.042 0.383  -0.15
O1 -0.950 1.805 -0.963  -0.57
S1 -1.105 1.660 2.981  -0.20
H1 1.062 1.851 1.053  0.56
H2 -1.851 0.483 0.580  0.32
H3 2.672 -1.552 -1.553  0.38
H4 1.634 -1.109 -2.762  0.37
H5 1.326 -2.518 -1.707  0.37
H6 -2.148 -1.078 -0.988  0.35
H7 -1.635 -0.248 -2.448  0.32
H8 -0.927 -1.878 -2.203  0.33
H9 1.022 0.691 3.271  0.36
H10 -0.038 -0.584 2.505  0.33
H11 2.304 0.062 0.649  0.30
H12 -1.166 2.709 -0.505  0.40
H13 -2.100 0.809 3.061  0.14

***

2) ORCA calculation (ωB97M-V with the def2-TZVPD basis set) on an isolated ion of composition C6H13N2OS and charge +1.

Values from the calculation:
Frontier orbital gap: 10.0 eV
Charge: +1

Each line ends with the Mulliken charge.
Cartesian coordinates (Å):
C1 -0.603 -1.600 0.056  0.45
C2 -0.161 0.871 0.548  -0.33
C3 -1.611 0.839 -0.008  0.07
C4 -0.112 0.917 2.066  -1.30
C5 -1.784 1.381 -1.458  -1.03
C6 2.616 -0.541 -0.787  -0.67
N1 0.435 -0.212 -0.134  0.16
N2 -0.060 -2.747 0.105  -0.31
O1 1.744 -0.602 0.246  -0.37
S1 -2.130 -1.017 -0.015  -0.11
H1 0.202 1.828 0.023  0.47
H2 -2.431 1.290 0.591  0.51
H3 -0.634 0.053 2.597  0.24
H4 -0.377 2.037 2.362  0.37
H5 0.953 0.833 2.424  0.37
H6 -2.185 2.387 -1.696  0.37
H7 -2.587 0.596 -1.861  0.28
H8 -0.735 1.379 -1.995  0.30
H9 2.610 -1.141 -1.707  0.33
H10 3.637 -0.760 -0.447  0.34
H11 2.911 0.532 -1.269  0.24
H12 0.964 -2.713 0.451  0.33
H13 -0.662 -3.611 -0.092  0.31

***

Which structure is the most stable? The one labeled 1).

***

1) ORCA calculation (ωB97M-V with the def2-TZVPD basis set) on one molecule with the formula C2H2IN.

Values from the calculation:
Frontier orbital gap (alpha / beta): 8.4 / 8.4 eV
Charge: 0

Each line ends with the Mulliken charge.
Cartesian coordinates (Å):
C1 0.484 0.195 -1.229  -0.23
C2 -0.843 -0.846 0.736  -0.34
N1 -0.162 -0.401 -0.358  -0.06
I1 -1.500 -2.742 1.047  0.09
H1 1.521 0.248 -1.153  0.23
H2 -1.560 -0.240 1.246  0.31

***

2) ORCA calculation (ωB97M-V with the def2-TZVPD basis set) on one molecule with the formula C2H2IN.

Values from the calculation:
SMILES string: N#CCI
Frontier orbital gap: 10.0 eV
Charge: 0

Each line ends with the Mulliken charge.
Cartesian coordinates (Å):
C1 -0.012 1.815 -0.008  0.12
C2 -0.374 0.229 -0.005  -0.64
N1 0.180 2.902 0.015  -0.26
I1 -2.521 0.033 0.000  0.13
H1 0.108 -0.256 -0.888  0.32
H2 0.031 -0.139 0.868  0.32

***

Which structure is the most stable? The one labeled 2).